Record 1
{
  "formula": "C5H11NO",
  "method": "the ωB97M-V functional and the def2-TZVPD basis",
  "species": ["C", "C", "C", "N", "C", "C", "O", "H", "H", "H", "H", "H", "H", "H", "H", "H", "H", "H"],
  "xyz": [[-0.958, -1.325, -0.683], [-0.652, 0.143, -0.391], [-1.493, 0.688, 0.761], [0.777, 0.353, -0.146], [1.467, -0.408, 0.881], [1.481, 1.188, -0.955], [1.027, 1.828, -1.886], [-0.748, -1.962, 0.185], [-2.017, -1.448, -0.931], [-0.365, -1.687, -1.529], [-0.860, 0.734, -1.287], [-1.276, 1.748, 0.929], [-2.560, 0.589, 0.535], [-1.304, 0.144, 1.695], [0.745, -0.762, 1.621], [1.992, -1.282, 0.472], [2.193, 0.223, 1.404], [2.552, 1.237, -0.674]],
  "forces_ev_per_angstrom": [[0.00, -0.07, 0.00], [-0.11, 0.01, -0.06], [-0.02, 0.02, 0.06], [0.10, 0.15, -0.18], [0.06, -0.07, 0.09], [-0.10, 0.00, -0.02], [0.13, -0.16, 0.25], [-0.03, 0.09, -0.11], [0.15, 0.04, 0.04], [-0.07, 0.05, 0.11], [0.00, -0.09, 0.12], [-0.02, -0.14, -0.03], [0.14, 0.00, 0.01], [-0.03, 0.07, -0.13], [0.12, 0.08, -0.10], [-0.12, 0.10, 0.07], [-0.09, -0.10, -0.10], [-0.13, 0.01, -0.03]],
  "smiles": "CC(C)N(C)C=O",
  "homo_ev": -9.3
}



Record 2
{
  "formula": "C4H7NO",
  "method": "the ωB97M-V functional and the def2-TZVPD basis",
  "species": ["O", "C", "C", "C", "C", "N", "H", "H", "H", "H", "H", "H", "H"],
  "xyz": [[-0.561, 1.705, -0.853], [-0.357, 0.562, -1.217], [0.669, -0.340, -0.578], [1.052, 0.092, 0.834], [-0.014, -0.174, 1.800], [-0.867, -0.404, 2.544], [-2.051, -0.016, -0.068], [-0.761, 0.168, -2.174], [-2.213, -0.694, -0.435], [1.539, -0.250, -1.239], [0.358, -1.385, -0.621], [1.255, 1.164, 0.838], [1.951, -0.427, 1.170]],
  "forces_ev_per_angstrom": [[0.11, -1.16, -0.31], [0.71, 1.34, -0.42], [-0.04, -0.01, 0.09], [0.12, 0.07, 0.02], [-0.72, -0.18, 0.61], [0.72, 0.18, -0.58], [-0.68, -1.52, -0.53], [-0.20, 0.14, 0.28], [0.09, 1.15, 0.79], [0.03, -0.05, 0.06], [-0.09, 0.05, 0.00], [0.00, -0.03, 0.04], [-0.04, 0.02, -0.04]],
  "homo_ev": -10.4
}



Record 3
{
  "formula": "C9H16O",
  "method": "the ωB97M-V functional and the def2-TZVPD basis",
  "species": ["C", "C", "C", "C", "C", "C", "C", "C", "C", "O", "H", "H", "H", "H", "H", "H", "H", "H", "H", "H", "H", "H", "H", "H", "H", "H"],
  "xyz": [[2.205, -0.255, -0.149], [3.341, 0.416, -0.307], [1.544, -0.581, 1.207], [1.064, -0.578, -1.074], [-0.134, -0.840, -0.111], [-0.671, 1.704, 0.143], [-1.900, -0.081, 1.377], [-2.184, 0.172, -1.128], [-1.168, 0.208, 0.113], [-0.487, -2.165, 0.001], [3.894, 0.732, -1.236], [3.790, 0.710, 0.589], [1.515, -1.676, 1.349], [1.722, 0.056, 2.072], [0.944, 0.388, -1.551], [1.346, -1.393, -1.830], [0.309, 1.748, 0.639], [-1.428, 2.313, 0.487], [-0.494, 1.928, -0.937], [-1.448, 0.382, 2.198], [-2.872, 0.397, 1.310], [-1.878, -1.204, 1.436], [-1.485, 0.334, -1.922], [-2.960, 0.853, -0.899], [-2.594, -0.829, -1.115], [0.027, -2.741, -0.661]],
  "forces_ev_per_angstrom": [[-0.83, -0.17, 1.83], [0.00, -0.09, -1.79], [-1.58, -0.85, -2.83], [0.55, -0.52, -0.99], [4.86, 0.46, 1.29], [2.54, -3.21, -2.54], [-0.73, -1.74, -0.77], [2.01, -1.66, 2.34], [-1.14, 1.51, -1.15], [0.32, -0.80, -1.48], [-1.13, -0.49, 0.84], [1.02, 0.36, 1.28], [0.25, 0.65, 0.43], [-0.07, -0.18, -0.03], [-0.51, -0.14, -0.89], [-0.85, 1.03, 0.79], [-0.54, 0.40, 0.26], [-1.41, 1.37, 1.07], [0.04, 0.45, 0.80], [1.09, 0.30, 1.44], [-0.52, -0.53, 0.08], [-0.86, 1.15, 0.70], [-0.60, 0.36, -1.19], [-0.62, 1.06, -0.48], [-0.23, -0.27, -0.51], [-1.05, 1.56, 1.50]],
  "homo_ev": -7.6
}



Record 4
{
  "formula": "C5H8O2",
  "method": "the ωB97M-V functional and the def2-TZVPD basis",
  "species": ["C", "C", "O", "C", "C", "C", "O", "H", "H", "H", "H", "H", "H", "H", "H"],
  "xyz": [[1.742, -0.185, -0.748], [0.760, -0.245, 0.419], [0.502, 1.073, 0.889], [-0.890, 1.357, 0.783], [-1.445, 0.290, -0.115], [-0.583, -0.722, -0.070], [-0.725, -2.018, -0.428], [1.285, 0.396, -1.556], [2.670, 0.311, -0.449], [1.973, -1.186, -1.124], [1.158, -0.864, 1.238], [-1.357, 1.256, 1.775], [-1.035, 2.391, 0.457], [-2.382, 0.350, -0.653], [-1.673, -2.205, -0.416]],
  "forces_ev_per_angstrom": [[0.07, -0.01, -0.04], [0.05, -0.21, -0.05], [0.05, 0.02, 0.03], [-0.23, 0.26, 0.02], [0.07, -0.15, 0.15], [0.00, 0.37, -0.04], [-0.13, -0.03, -0.20], [0.09, -0.08, 0.12], [-0.11, -0.11, 0.04], [-0.01, 0.09, 0.08], [-0.08, 0.08, -0.09], [0.04, 0.20, -0.05], [0.14, -0.10, -0.13], [-0.15, -0.20, 0.36], [0.19, -0.12, -0.20]],
  "smiles": "C[C@H]1OCC=C1O",
  "homo_ev": -8.7
}



Number 1: total energy -327.11370 hartree, Kohn-Sham gap 10.1 eV. Number 2: total energy -286.54366 hartree, Kohn-Sham gap 11.1 eV. Number 3: total energy -427.61093 hartree, Kohn-Sham gap 8.3 eV. Number 4: total energy -345.75452 hartree, Kohn-Sham gap 9.4 eV.